Record 1
Entry from OMol25: an isolated molecule of C2H3NO4 (ωB97M-V/def2-TZVPD).

```
! wB97M-V def2-TZVPD RIJCOSX def2/J DEFGRID3
* xyz 0 1
O 0.189 1.927 1.447
C 0.397 0.884 0.892
O 1.589 0.307 0.828
C -0.804 0.138 0.283
N -0.524 -0.782 -0.864
O -1.348 -0.829 -1.745
O 0.492 -1.469 -0.820
H 1.525 -0.524 0.314
H -1.537 0.861 -0.062
H -1.254 -0.493 1.056
*
```

Relative energy (zero: lowest compared OMol25 entry of this formula, charge and spin): 73.8 kcal/mol
Orbital gap: 10.5 eV
DFT total energy: -433.64593 a.u.
LUMO level: -0.7198 eV

These are the Mulliken partial charges, in e, on atoms 1 to 6:
1 O -0.52
2 C 0.56
3 O -0.46
4 C -0.37
5 N 0.92
6 O -0.52



Record 2
Entry from OMol25: the ion C9H15N4 with charge +1 at a distorted geometry (ωB97M-V/def2-TZVPD).

```
! wB97M-V def2-TZVPD RIJCOSX def2/J DEFGRID3
* xyz 1 1
C -1.126 2.073 -0.861
C -1.200 0.973 0.201
C -2.209 1.374 1.328
N -1.789 -0.132 -0.608
N -1.110 -1.005 -1.095
C 0.242 -1.214 -0.886
C 0.478 -2.843 -0.555
C 1.056 -0.756 -2.099
N 0.776 -0.468 0.282
C 1.903 -0.649 0.943
C 1.895 0.293 1.998
C 0.741 1.058 1.831
N 0.120 0.531 0.777
H -0.372 1.847 -1.635
H -0.899 3.197 -0.611
H -2.135 1.860 -1.407
H -1.982 0.773 2.242
H -3.273 1.337 1.044
H -1.860 2.465 1.512
H 1.541 -3.117 -0.755
H -0.051 -3.472 -1.202
H 0.099 -3.057 0.407
H 2.134 -1.212 -2.191
H 1.117 0.362 -1.962
H 0.356 -1.002 -3.017
H 2.688 -1.440 1.045
H 2.591 0.514 2.740
H 0.268 1.708 2.535
*
```

Relative energy (zero: lowest compared OMol25 entry of this formula, charge and spin): 71.0 kcal/mol
Orbital gap: 10.1 eV
DFT total energy: -570.59638 a.u.
LUMO level: -3.1407 eV

These are the Mulliken partial charges, in e, on atoms 1 to 6:
1 C -1.17
2 C 1.18
3 C -1.51
4 N -0.43
5 N -0.30
6 C 0.94



Record 3
Entry from OMol25: a cluster of 3 separate species, H6O3 in total (ωB97M-V/def2-TZVPD).

```
! wB97M-V def2-TZVPD RIJCOSX def2/J DEFGRID3
* xyz 0 1
O -0.635 -1.535 1.712
H -0.959 -2.431 1.574
H -1.326 -1.098 2.221
O 0.078 0.832 0.135
H 0.674 1.140 0.822
H -0.380 0.074 0.526
O 0.872 0.733 -2.616
H 1.298 1.594 -2.594
H 0.377 0.691 -1.782
*
```

Relative energy (zero: lowest compared OMol25 entry of this formula, charge and spin): 7.1 kcal/mol
Orbital gap: 11.0 eV
DFT total energy: -229.31370 a.u.
LUMO level: 0.4264 eV

These are the Mulliken partial charges, in e, on atoms 1 to 6:
1 O -0.68
2 H 0.32
3 H 0.34
4 O -0.67
5 H 0.30
6 H 0.37



Record 4
Entry from OMol25: a cluster of 2 separate species, C27H22N4O3 in total at a distorted geometry (ωB97M-V/def2-TZVPD).

```
! wB97M-V def2-TZVPD RIJCOSX def2/J DEFGRID3
* xyz 0 1
C 6.376 -1.007 -3.187
O 5.631 0.035 -2.509
C 4.322 -0.164 -2.202
C 3.644 0.876 -1.514
C 2.307 0.778 -1.202
C 1.543 -0.345 -1.604
C 0.106 -0.344 -1.560
C -0.684 -1.550 -1.643
C -1.984 -1.209 -2.144
C -2.833 -2.202 -2.614
C -2.444 -3.544 -2.478
C -1.231 -3.885 -1.856
C -0.338 -2.884 -1.463
C -2.057 0.237 -2.235
C -0.788 0.781 -1.802
C -0.605 2.158 -1.847
C -1.639 2.979 -2.327
C -2.818 2.424 -2.849
C -3.032 1.040 -2.799
C 2.261 -1.424 -2.197
C 3.605 -1.344 -2.515
H 7.385 -0.599 -3.277
H 6.398 -1.928 -2.594
H 5.963 -1.200 -4.184
H 4.219 1.768 -1.269
H 1.815 1.569 -0.638
H -3.777 -1.914 -3.069
H -3.100 -4.335 -2.844
H -0.961 -4.931 -1.702
H 0.633 -3.135 -1.040
H 0.338 2.586 -1.523
H -1.511 4.063 -2.317
H -3.578 3.073 -3.286
H -3.939 0.582 -3.190
H 1.735 -2.329 -2.481
H 4.090 -2.186 -3.013
C -3.872 2.057 3.584
N -2.569 1.440 3.597
C -2.044 1.345 4.890
O -2.665 1.760 5.868
N -0.774 0.753 5.042
C -0.197 0.643 6.371
C -0.108 0.313 3.952
C -0.628 0.428 2.621
C -1.944 1.015 2.395
O -2.481 1.132 1.297
N 0.300 -0.096 1.780
C 1.331 -0.507 2.592
N 1.111 -0.269 3.931
H -4.242 2.103 2.565
H -4.549 1.475 4.219
H -3.798 3.059 4.019
H 0.768 0.163 6.222
H -0.084 1.642 6.798
H -0.853 0.037 6.998
H 2.245 -0.982 2.232
*
```

Relative energy (zero: lowest compared OMol25 entry of this formula, charge and spin): 41.9 kcal/mol
Orbital gap: 2.9 eV
DFT total energy: -1486.78597 a.u.
LUMO level: -3.0216 eV

These are the Mulliken partial charges, in e, on atoms 1 to 6:
1 C -0.81
2 O -0.43
3 C 0.87
4 C -1.12
5 C -0.23
6 C 0.42



Record 5
Entry from OMol25: an isolated molecule of C4H5NO2 (ωB97M-V/def2-TZVPD).

```
! wB97M-V def2-TZVPD RIJCOSX def2/J DEFGRID3
* xyz 0 1
O -1.631 -1.377 2.071
C -1.333 -1.139 0.928
C -0.037 -0.463 0.554
C 0.808 -1.090 -0.491
N -0.148 0.431 -0.615
C 0.615 1.613 -0.673
O 0.761 2.252 -1.676
H -1.976 -1.432 0.073
H 0.403 0.058 1.408
H -0.329 -0.070 -1.492
H 1.820 -0.667 -0.393
H 1.046 1.884 0.309
*
```

Relative energy (zero: lowest compared OMol25 entry of this formula, charge and spin): 107.8 kcal/mol
Orbital gap: 9.5 eV
DFT total energy: -360.49758 a.u.
LUMO level: 0.0960 eV

These are the Mulliken partial charges, in e, on atoms 1 to 6:
1 O -0.44
2 C -0.26
3 C 0.37
4 C -0.67
5 N -0.23
6 C 0.13



Record 6
Entry from OMol25: a structure of composition ClMg3 at a distorted geometry (ωB97M-V/def2-TZVPD).

```
! wB97M-V def2-TZVPD RIJCOSX def2/J DEFGRID3
* xyz 5 1
Mg -0.171 -0.684 1.776
Mg -1.827 -0.760 -0.122
Mg 1.713 1.389 -1.321
Cl 0.285 0.055 -0.333
*
```

Relative energy (zero: lowest compared OMol25 entry of this formula, charge and spin): 232.7 kcal/mol
Orbital gap: 10.6 eV
DFT total energy: -1057.47612 a.u.
LUMO level: -28.4305 eV

Here is what Mulliken gives for the atomic charges, in e:
1 Mg 1.75
2 Mg 1.75
3 Mg 1.59
4 Cl -0.08



Q: relative energy (zero: lowest compared OMol25 entry of this formula, charge and spin) of number 5 (C4H5NO2)?
A: 107.8 kcal/mol